[1]
The following is a quantum chemistry calculation of a cluster of 5 separate species, C24H48Cl2FIO20P4S in total, from the Open Molecules 2025 dataset.

Geometry as XYZ:
```
101
Properties=species:S:1:pos:R:3:forces:R:3:mulliken_charge:R:1
C 0.761 1.031 -0.220 0.23 0.86 0.15 -1.424
C 1.199 0.618 1.175 -0.75 -0.26 -0.39 0.663
Cl 2.442 1.772 1.766 0.08 -0.04 0.14 -0.180
C 1.625 -0.877 1.321 0.20 0.38 -0.02 0.104
Cl 0.667 -1.862 0.192 -0.05 -0.19 0.17 -0.137
C 3.117 -1.079 1.216 -0.05 -0.34 -0.12 -0.341
C 3.868 -0.947 2.304 -0.04 -0.07 -0.17 0.201
C 5.329 -1.115 2.222 0.29 0.09 0.39 -0.303
O 6.001 -1.488 3.156 -0.09 0.13 -0.03 -0.540
C 5.988 -0.764 0.914 0.22 -0.12 -0.45 0.635
C 7.392 -0.239 0.935 -0.07 0.72 0.23 -2.045
C 7.324 1.305 0.924 0.06 -0.05 0.60 -0.170
C 6.776 1.894 2.235 -0.22 0.28 -0.25 -0.932
I 9.311 2.058 0.573 -0.11 0.01 -0.17 0.077
C 5.252 -0.954 -0.182 -0.14 0.86 0.73 0.704
S 5.777 -0.691 -1.846 -0.88 -2.31 -1.25 1.462
O 4.682 -0.269 -2.638 -0.02 1.13 0.36 -0.528
O 6.450 -1.867 -2.269 0.73 0.16 0.34 -0.682
F 6.837 0.451 -1.792 -0.11 0.24 0.24 -0.200
C 3.829 -1.457 -0.045 0.03 -0.11 -0.83 -0.360
O 3.368 -2.153 -0.910 -0.05 0.11 0.19 -0.548
H 1.479 0.776 -0.998 -0.07 -0.25 -0.07 0.309
H 0.680 2.118 -0.210 0.00 0.06 -0.05 0.497
H -0.240 0.674 -0.435 0.07 -0.35 -0.15 0.169
H 0.337 0.751 1.824 0.06 0.00 0.16 -0.039
H 1.329 -1.215 2.308 -0.02 0.05 0.08 0.595
H 3.425 -0.706 3.260 0.14 -0.19 0.19 0.470
H 7.973 -0.599 0.093 0.02 -0.14 -0.01 0.666
H 7.884 -0.494 1.871 0.01 -0.42 -0.04 0.507
H 6.711 1.672 0.112 0.19 -0.05 -0.24 0.449
H 6.260 1.157 2.848 0.07 -0.12 0.01 0.218
H 6.048 2.665 1.988 -0.01 0.10 0.09 0.267
H 7.544 2.363 2.841 0.08 -0.12 0.10 0.397
C -5.121 4.269 0.120 -0.07 0.34 0.17 -0.800
O -4.498 3.010 -0.161 0.68 -3.09 0.00 -0.213
P -3.266 3.084 -1.233 0.32 5.54 -1.61 1.258
O -2.488 4.237 -0.735 0.03 -0.14 0.08 -0.799
O -4.216 3.435 -2.510 -0.07 -0.28 0.13 -0.358
C -5.260 2.520 -2.863 0.09 0.12 -0.06 -0.701
O -2.194 2.233 -2.067 -1.44 -2.67 1.50 -0.335
C -1.297 2.963 -2.914 0.72 0.25 -0.22 -0.784
H -6.122 4.044 0.484 0.04 -0.15 -0.02 0.256
H -4.562 4.794 0.892 0.10 0.01 -0.09 0.292
H -5.191 4.888 -0.772 0.08 -0.03 -0.02 0.356
H -6.225 2.976 -2.645 -0.02 -0.02 0.03 0.259
H -5.185 1.577 -2.320 -0.02 -0.01 -0.01 0.261
H -5.190 2.315 -3.930 0.01 0.02 -0.01 0.273
H -0.461 3.323 -2.320 -0.06 0.11 0.03 0.234
H -1.777 3.796 -3.424 -0.22 -0.01 0.19 0.446
H -0.915 2.269 -3.660 -0.10 -0.17 0.12 0.334
C -3.372 -1.171 0.150 0.23 -0.35 -0.09 -0.454
O -3.651 0.136 0.683 -1.53 3.39 0.01 -0.013
P -3.327 0.374 2.267 3.45 -6.21 1.66 1.210
O -1.971 -0.248 2.296 0.05 0.20 -0.03 -0.627
O -4.509 -0.604 2.809 -0.31 0.64 -0.13 -0.214
C -5.875 -0.261 2.515 0.03 -0.14 0.04 -0.812
O -3.208 1.258 3.634 -1.90 2.44 -1.88 -0.518
C -2.630 0.584 4.757 0.27 -0.13 0.29 -0.564
H -3.996 -1.280 -0.736 -0.06 0.17 0.04 0.258
H -2.324 -1.237 -0.131 0.03 0.02 0.15 0.017
H -3.618 -1.956 0.862 0.04 0.06 0.08 0.250
H -6.276 -0.981 1.803 0.01 0.02 -0.03 0.257
H -5.969 0.741 2.095 -0.01 0.00 -0.02 0.314
H -6.446 -0.310 3.440 0.03 0.00 0.02 0.265
H -1.546 0.622 4.694 -0.01 -0.07 -0.12 0.210
H -2.964 -0.450 4.818 -0.01 0.00 -0.08 0.223
H -2.961 1.126 5.641 -0.10 0.09 -0.12 0.244
C -4.171 -8.378 1.283 0.15 -0.19 -0.31 -0.637
O -5.141 -7.555 1.952 -2.35 1.19 0.68 -0.384
P -4.534 -6.287 2.722 4.64 -0.58 0.77 1.125
O -3.563 -5.631 1.838 -0.20 0.15 -0.16 -0.622
O -3.807 -7.144 3.906 0.00 0.01 -0.17 -0.341
C -4.578 -8.098 4.642 0.12 0.12 0.03 -0.718
O -5.158 -5.178 3.691 -2.41 -1.02 -0.87 -0.373
C -4.208 -4.264 4.259 0.28 0.50 0.06 -0.526
H -4.625 -9.360 1.174 -0.11 0.06 0.06 0.242
H -3.953 -7.967 0.301 0.04 0.10 0.05 0.258
H -3.255 -8.463 1.863 -0.01 0.10 0.04 0.346
H -4.242 -9.103 4.385 -0.03 -0.02 -0.01 0.242
H -5.645 -8.020 4.432 0.00 -0.01 0.02 0.354
H -4.417 -7.924 5.704 0.03 0.00 0.01 0.270
H -3.994 -3.466 3.551 0.05 -0.08 -0.08 0.140
H -3.287 -4.767 4.544 -0.02 -0.11 -0.10 0.347
H -4.664 -3.834 5.149 -0.20 -0.14 -0.05 0.271
C 3.799 3.218 -3.021 0.02 -0.34 0.23 -0.623
O 3.151 4.309 -3.690 -1.07 3.44 -0.60 -0.518
P 2.405 3.919 -5.117 2.19 -7.70 -0.22 1.363
O 1.721 2.681 -4.633 -0.47 0.52 0.18 -0.617
O 3.865 3.688 -5.837 -0.03 0.66 -0.15 -0.312
C 4.740 4.808 -6.024 0.04 -0.21 0.06 -0.724
O 1.677 3.987 -6.601 -0.47 3.56 0.60 -0.501
C 1.583 2.743 -7.302 -0.19 -0.36 -0.08 -0.547
H 4.555 3.664 -2.374 -0.07 0.17 -0.06 0.358
H 3.078 2.674 -2.416 -0.05 -0.04 -0.11 0.123
H 4.278 2.541 -3.725 -0.08 0.00 -0.05 0.426
H 5.602 4.703 -5.366 -0.01 0.05 0.03 0.233
H 4.250 5.759 -5.810 0.04 0.03 0.00 0.352
H 5.074 4.813 -7.060 -0.02 -0.02 -0.02 0.259
H 0.715 2.186 -6.958 0.06 -0.02 0.11 0.215
H 2.484 2.146 -7.179 0.01 0.04 0.07 0.291
H 1.456 2.996 -8.354 0.02 0.17 0.05 0.241
```
Forces are in eV/Å.

Results
SMILES string: C[C@H](Cl)[C@@H](Cl)C1=CC(=O)C(C[C@@H](C)I)=C(S(=O)(=O)F)C1=O.COP(=O)(OC)OC.COP(=O)(OC)OC.COP(=O)(OC)OC.COP(=O)(OC)OC
Spin multiplicity: 1
Net charge: 0
Molecular weight (Da): 1029.40
Max |F| (eV/Å): 8.01
Kohn-Sham gap (eV): 7.7
DFT total energy (Eh): -5529.548646
HOMO (eV): -9.61


[2]
The following is a quantum chemistry calculation of a structure of composition C24H48F2O14PPb2S6, from the Open Molecules 2025 dataset.

Geometry as XYZ:
```
97
Properties=species:S:1:pos:R:3:forces:R:3:mulliken_charge:R:1
Pb -2.874 0.238 -1.434 -0.36 -0.03 0.32 1.622
Pb 1.175 0.956 2.647 0.08 -0.19 0.11 1.864
O -1.348 -0.346 0.072 0.16 -0.49 -0.90 0.472
P -0.062 -1.107 0.172 -1.49 1.41 0.84 -0.645
O 1.045 -0.231 0.638 0.96 -0.29 0.45 0.148
F 0.204 -1.722 -1.174 0.92 -0.72 -1.03 -0.121
F -0.321 -2.303 1.082 0.39 -0.35 0.11 -0.215
C 3.836 -3.144 5.973 -0.73 0.11 2.48 -0.642
C 4.776 -2.263 5.182 -1.98 1.17 -1.56 -0.459
C 4.333 -2.576 3.718 -0.20 0.70 0.40 -0.033
S 2.547 -2.449 3.803 1.46 -2.29 0.53 1.159
O 1.999 -3.374 2.860 -0.68 0.14 -0.21 -0.719
O 2.113 -1.075 3.821 -0.50 2.37 -1.21 -0.679
C 2.380 -2.858 5.524 0.82 1.65 0.01 -0.747
H 3.892 -2.959 7.108 0.08 -0.42 -1.73 0.343
H 4.040 -4.180 5.776 0.27 -0.58 0.11 0.353
H 5.809 -2.457 5.263 1.12 -0.21 0.56 0.437
H 4.527 -1.190 5.404 0.59 -0.80 -0.16 0.221
H 4.587 -3.585 3.405 -0.19 -0.23 0.20 0.430
H 4.637 -1.931 2.906 0.31 0.48 0.02 -0.440
H 1.679 -3.664 5.547 -0.42 -0.46 0.66 0.429
H 2.037 -1.858 5.941 0.03 -1.65 -0.14 0.318
C -4.362 1.272 4.354 -0.22 1.61 0.37 -0.655
C -4.685 2.352 3.300 -1.02 0.99 -0.07 -0.603
C -3.373 2.537 2.547 -0.26 2.20 -0.50 -0.777
S -2.825 0.893 2.309 -1.03 -0.65 1.05 1.216
O -1.411 0.707 2.573 0.50 0.08 -0.46 -0.442
O -3.510 0.463 1.106 0.07 -0.35 -0.79 -0.875
C -3.691 0.102 3.685 0.74 -0.26 0.58 -0.696
H -5.269 1.035 4.872 -0.32 -0.49 0.44 0.409
H -3.666 1.761 5.081 -0.53 -0.52 -0.43 0.273
H -5.124 3.310 3.797 1.08 -1.61 -1.01 0.365
H -5.394 2.055 2.493 -0.03 -0.18 1.01 0.277
H -2.682 3.123 3.126 0.63 -0.08 0.48 0.416
H -3.481 3.103 1.585 0.09 -1.00 0.64 0.317
H -2.941 -0.362 4.374 -0.59 0.22 -0.89 0.299
H -4.387 -0.642 3.291 0.18 0.16 -0.07 0.395
C -5.376 -4.416 -1.250 0.35 1.06 -0.37 -0.501
C -5.542 -3.913 -2.743 0.16 -0.74 -0.52 -0.727
C -4.130 -3.719 -3.457 -0.82 -0.53 1.82 -0.537
S -3.130 -3.286 -2.052 -1.73 0.23 0.61 1.138
O -3.633 -2.018 -1.411 0.46 0.15 -0.88 -0.706
O -1.735 -3.383 -2.262 1.20 -0.04 -0.02 -0.684
C -3.876 -4.447 -0.980 0.43 -1.65 0.82 -0.801
H -5.799 -5.419 -1.120 0.06 0.39 -0.04 0.369
H -5.837 -3.718 -0.535 -0.05 -0.33 -0.40 0.206
H -6.170 -3.024 -2.861 0.38 -0.09 0.28 0.296
H -6.090 -4.724 -3.215 0.09 0.14 -0.56 0.383
H -4.030 -2.947 -4.173 -0.23 0.83 -0.78 0.336
H -3.647 -4.625 -3.847 -0.34 0.06 0.16 0.450
H -3.590 -4.202 0.035 0.01 0.26 0.20 0.448
H -3.462 -5.457 -1.146 0.06 0.44 -0.33 0.434
C 1.519 3.948 -1.589 1.64 0.41 -0.14 -0.823
C 1.213 4.923 -0.434 0.01 0.19 -1.03 -0.744
C -0.288 4.763 -0.282 0.35 0.87 0.09 -0.711
S -0.386 3.054 0.062 -0.13 0.29 -2.58 1.100
O -1.721 2.525 -0.091 -0.27 -0.26 -0.24 -0.606
O 0.268 2.806 1.314 0.68 -0.19 1.35 -0.688
C 0.722 2.629 -1.316 1.54 0.36 0.95 -0.337
H 2.649 3.869 -1.676 -1.52 -0.60 0.20 0.294
H 1.234 4.404 -2.539 -0.40 -0.13 0.09 0.443
H 1.487 5.958 -0.678 -0.12 -0.36 0.03 0.418
H 1.732 4.624 0.455 0.32 0.00 0.46 0.309
H -0.685 4.963 -1.310 -0.55 -0.07 1.21 0.323
H -0.663 5.321 0.576 -0.53 0.11 -0.40 0.509
H 0.117 2.315 -2.127 -0.65 -0.28 -0.85 0.549
H 1.412 1.821 -1.030 -0.47 0.13 0.15 -0.067
C -1.592 0.129 -7.678 -1.11 0.21 -0.21 -0.547
C -0.197 0.466 -7.114 -0.57 0.39 0.25 -0.612
C -0.205 -0.217 -5.732 0.92 0.61 -0.02 -0.626
S -1.876 -0.038 -5.041 0.62 -1.86 0.66 1.126
O -1.919 0.971 -3.970 0.17 0.15 -0.56 -0.790
O -2.336 -1.345 -4.576 -0.05 0.56 -0.26 -0.631
C -2.671 0.419 -6.550 0.26 2.35 -0.52 -0.751
H -1.590 -0.962 -7.793 -0.24 0.20 -0.60 0.294
H -1.880 0.677 -8.643 0.50 -0.99 1.43 0.350
H -0.055 1.545 -7.028 -0.02 -0.04 0.02 0.305
H 0.607 0.072 -7.753 -0.37 0.08 0.29 0.341
H 0.493 0.208 -4.998 -0.22 0.01 -0.22 0.346
H 0.097 -1.255 -5.895 -0.70 -0.14 0.46 0.400
H -2.877 1.530 -6.453 0.44 -1.04 -0.19 0.362
H -3.667 -0.022 -6.604 0.35 -0.47 -0.18 0.447
C 5.857 0.225 0.748 0.94 -0.13 0.10 -0.144
C 6.717 1.253 1.502 -0.19 -0.06 0.60 -0.723
C 5.874 2.491 1.803 -0.08 0.19 -0.45 -0.801
S 4.311 2.242 0.896 1.05 0.41 0.61 1.067
O 3.833 3.418 0.239 -0.05 0.23 -0.18 -0.693
O 3.349 1.570 1.784 0.05 -0.16 0.20 -0.648
C 4.939 0.992 -0.179 -1.25 -0.90 1.21 -0.712
H 5.336 -0.385 1.500 -0.27 0.32 -0.45 -0.269
H 6.513 -0.452 0.222 0.04 -0.24 -0.38 0.573
H 7.634 1.580 1.062 0.39 -0.10 -1.06 0.312
H 7.061 0.790 2.415 -0.10 -0.04 0.45 0.429
H 6.333 3.433 1.467 -0.37 -0.34 -0.05 0.397
H 5.713 2.544 2.856 -0.65 0.33 0.68 0.369
H 5.366 1.406 -1.042 1.00 0.81 -1.02 0.513
H 4.056 0.458 -0.491 -0.33 -0.47 -0.12 0.230
```
Forces are in eV/Å.

Results
Spin multiplicity: 1
Net charge: +3
Molecular weight (Da): 1236.41
Energy relative to the best compared isomer or geometry (same formula, charge and spin) (eV): 0.000
Max |F| (eV/Å): 2.78
Kohn-Sham gap (eV): 9.7
DFT total energy (Eh): -5311.884312
HOMO (eV): -16.81


[3]
The following is a quantum chemistry calculation of a cluster of 4 separate species, C24H48INO7S in total, from the Open Molecules 2025 dataset.

Geometry as XYZ:
```
82
Properties=species:S:1:pos:R:3:forces:R:3:mulliken_charge:R:1
C 2.332 -2.052 0.390 -0.11 0.32 0.06 -0.878
C 3.302 -0.733 0.505 -1.70 -0.63 -0.77 -0.339
C 2.327 0.526 0.073 1.53 -1.16 0.41 -0.112
C 2.355 0.578 -1.535 0.47 1.04 0.34 -0.190
C 1.094 1.295 -2.219 -0.39 -0.53 -1.11 -1.260
C -0.321 0.985 -1.534 0.56 1.25 0.99 -0.013
C -1.566 1.784 -2.189 0.67 -0.58 -0.40 -0.374
C -2.778 0.785 -2.545 -0.05 1.01 -0.92 -0.685
C -4.147 1.072 -1.755 0.51 -0.88 -1.07 -1.478
C -4.353 0.219 -0.406 -1.73 0.54 0.28 1.671
C -4.996 1.230 0.696 1.35 0.45 0.65 -1.471
C -4.005 2.425 1.119 0.23 -0.15 -1.05 -0.287
O -4.620 3.123 2.242 -1.80 1.01 -1.28 -0.347
C -5.615 4.040 1.808 0.68 2.82 -2.06 0.210
O -5.399 4.995 1.021 -0.40 -3.89 2.77 -0.490
N -5.539 -0.710 -0.662 -0.47 -1.94 2.97 -0.361
C -5.301 -2.081 -0.117 0.17 -1.07 0.31 -0.150
O -6.125 -2.893 0.364 2.73 3.29 -1.97 -0.622
C -3.700 -2.276 -0.368 -1.74 -0.12 -0.23 -0.065
C -3.684 -2.658 -1.930 -0.36 -0.21 -0.20 -0.721
C -2.347 -3.404 -2.379 3.46 0.16 3.12 0.104
O -1.325 -3.524 -1.650 -4.78 0.77 -3.00 -0.461
I -2.179 -4.360 -4.358 -0.46 0.57 0.77 0.006
C -3.220 -0.800 0.086 1.40 -1.23 -0.65 0.585
S -3.039 -1.056 1.947 -0.15 0.73 -0.29 -0.203
H 1.281 -1.835 0.824 1.75 -0.28 -0.50 0.186
H 2.136 -2.309 -0.721 0.49 0.26 1.80 0.135
H 2.748 -2.957 0.953 -0.50 1.20 -0.99 0.367
H 4.143 -0.880 -0.271 -1.11 0.49 1.39 0.102
H 3.722 -0.630 1.559 -0.57 -0.07 -1.47 0.314
H 2.750 1.451 0.592 -0.71 -1.03 -1.08 0.166
H 1.312 0.287 0.534 1.25 0.42 -0.84 0.042
H 3.280 1.215 -1.820 -1.38 -1.11 0.42 0.204
H 2.587 -0.469 -1.969 -0.77 1.65 0.71 0.116
H 1.243 2.434 -2.357 -0.21 -1.78 0.56 0.340
H 1.027 0.880 -3.300 0.10 0.72 1.57 0.291
H -0.244 1.374 -0.445 -0.12 -0.91 -1.59 0.137
H -0.459 -0.147 -1.495 0.02 1.46 -0.14 0.123
H -1.190 2.245 -3.172 -0.58 -0.59 1.41 0.358
H -1.881 2.667 -1.515 0.36 -1.50 -1.00 0.260
H -2.388 -0.283 -2.464 -0.74 1.40 0.02 0.235
H -3.014 0.949 -3.667 0.30 -0.36 1.77 0.464
H -5.009 0.767 -2.462 1.28 0.45 1.31 0.393
H -4.245 2.201 -1.616 0.20 -1.59 0.09 0.422
H -5.260 0.666 1.671 0.38 0.76 -1.65 0.414
H -5.951 1.725 0.271 1.51 -0.94 0.45 0.534
H -2.964 2.079 1.444 -1.62 0.37 -0.28 0.081
H -3.843 3.163 0.251 -0.30 -1.08 1.35 0.361
H -6.692 3.937 2.196 1.80 -0.39 0.07 0.369
H -6.259 -0.390 0.014 -0.13 -0.13 -1.22 0.390
H -3.219 -3.163 0.169 -0.79 1.56 -0.33 0.792
H -4.560 -3.397 -2.097 1.50 1.01 0.16 0.533
H -3.943 -1.741 -2.570 0.70 -1.50 0.67 0.362
H -2.162 -0.723 -0.330 -1.55 0.71 0.52 -0.773
H -2.738 0.186 2.489 -0.26 -0.76 -0.89 0.203
C -0.563 -0.209 5.905 0.07 0.08 0.16 -0.978
C 0.094 -1.195 4.960 -0.39 0.14 -0.11 -0.015
O -0.851 -2.164 4.526 0.02 -0.15 0.04 -0.499
H -0.977 -0.728 6.774 0.10 0.01 -0.06 0.258
H 0.155 0.539 6.251 -0.09 0.02 -0.01 0.342
H -1.395 0.304 5.413 0.09 0.06 -0.03 0.249
H 0.910 -1.720 5.461 -0.13 -0.10 -0.12 0.317
H 0.501 -0.683 4.081 0.17 0.09 0.08 0.075
H -1.565 -1.694 4.075 0.21 -0.22 0.02 0.213
C 6.425 -3.482 -2.328 0.06 -0.11 0.15 -1.062
C 5.073 -2.966 -2.777 0.34 -0.03 -0.18 -0.027
O 5.185 -1.617 -3.209 -0.13 0.28 -0.06 -0.491
H 6.819 -2.868 -1.514 -0.11 -0.06 -0.02 0.279
H 6.354 -4.517 -1.986 0.07 0.04 -0.03 0.325
H 7.150 -3.431 -3.146 -0.07 -0.11 -0.01 0.325
H 4.357 -2.997 -1.953 0.01 0.16 -0.10 0.081
H 4.678 -3.569 -3.600 -0.06 -0.16 0.12 0.313
H 5.811 -1.596 -3.945 -0.15 0.02 0.17 0.281
C 6.916 3.430 0.925 0.13 0.05 -0.11 -1.087
C 5.403 3.339 0.891 0.24 -0.07 0.31 -0.192
O 4.974 2.088 1.417 -0.13 -0.10 0.04 -0.426
H 7.362 2.619 0.344 -0.09 0.09 -0.02 0.287
H 7.259 4.385 0.518 0.04 -0.05 0.06 0.341
H 7.287 3.332 1.949 -0.03 0.12 -0.02 0.329
H 5.039 3.416 -0.136 -0.09 -0.15 0.12 0.250
H 4.950 4.143 1.480 0.03 0.15 -0.14 0.278
H 5.293 2.032 2.327 -0.08 -0.02 -0.21 0.248
```
Forces are in eV/Å.

Results
SMILES string: CCCCCCCCC[C@@]1(CCOC=O)NC(=O)[C@@H](CC(=O)I)[C@@H]1S.CCO.CCO.CCO
Spin multiplicity: 1
Net charge: 0
Molecular weight (Da): 621.62
Max |F| (eV/Å): 5.70
Kohn-Sham gap (eV): 9.8
DFT total energy (Eh): -2220.365211
HOMO (eV): -9.78